339
Properties=species:S:1:pos:R:3:mulliken_charge:R:1 method="wB97M-V/def2-TZVPD" orbital_gap_ev=8.1
N 0.09 6.44 4.61 -0.62
C 1.28 6.48 3.93 -0.43
C 2.02 5.33 3.53 -0.56
C 1.45 4.09 3.83 0.13
C 0.22 4.00 4.48 0.12
C -0.41 5.19 4.94 -1.43
H 1.56 7.46 3.56 0.44
H 2.92 5.43 2.94 0.45
H 1.91 3.19 3.45 0.62
H -0.21 3.04 4.71 0.32
H -1.35 5.08 5.46 0.94
N -4.21 0.36 -1.79 0.52
C -4.61 -0.92 -1.53 -0.47
C -5.58 -1.64 -2.28 -0.72
C -5.94 -1.09 -3.53 -0.62
C -5.39 0.16 -3.96 -0.26
C -4.62 0.86 -3.04 -0.49
H -4.35 -1.23 -0.53 0.56
H -5.90 -2.62 -1.96 0.40
H -6.61 -1.67 -4.13 0.41
H -5.41 0.51 -4.98 0.47
H -4.19 1.81 -3.33 0.21
N -3.24 -1.43 5.60 0.22
C -4.34 -1.74 4.87 -0.51
C -5.59 -2.06 5.34 -0.79
C -5.78 -1.98 6.71 -0.61
C -4.75 -1.63 7.54 -1.00
C -3.46 -1.30 6.96 -0.70
H -4.25 -1.90 3.80 0.17
H -6.44 -2.17 4.68 0.60
H -6.79 -2.16 7.06 0.45
H -4.79 -1.56 8.61 0.55
H -2.60 -1.08 7.57 0.57
N -4.33 5.14 0.03 -0.51
C -3.33 4.34 0.48 -0.99
C -2.52 4.70 1.51 0.47
C -2.77 5.89 2.19 -0.53
C -3.91 6.64 1.85 -0.51
C -4.63 6.28 0.71 -0.94
H -3.20 3.39 -0.01 1.25
H -1.66 4.16 1.89 0.33
H -2.14 6.15 3.02 0.38
H -4.04 7.57 2.37 0.51
H -5.42 6.92 0.35 0.45
N -6.95 0.60 3.02 0.21
C -8.31 0.47 3.24 -0.34
C -9.22 1.01 2.35 -0.67
C -8.85 1.54 1.15 -0.42
C -7.48 1.68 0.89 -0.82
C -6.58 1.25 1.87 -0.44
H -8.55 -0.09 4.13 0.42
H -10.27 1.01 2.57 0.41
H -9.55 1.99 0.46 0.40
H -7.19 2.10 -0.06 0.50
H -5.52 1.15 1.68 0.78
N -1.38 3.42 -5.20 -0.49
C -0.94 3.45 -3.92 -0.44
C -1.68 4.00 -2.87 0.21
C -3.00 4.51 -3.21 -0.84
C -3.48 4.32 -4.49 -0.43
C -2.63 3.80 -5.45 -0.55
H 0.05 3.07 -3.73 0.86
H -1.36 3.96 -1.84 0.60
H -3.55 4.86 -2.35 0.27
H -4.51 4.51 -4.75 0.42
H -3.01 3.65 -6.45 0.37
N 5.26 0.99 -2.01 -0.07
C 5.76 0.08 -2.94 -0.63
C 6.09 -1.24 -2.65 -1.10
C 5.82 -1.77 -1.38 -0.30
C 5.21 -0.90 -0.41 -0.82
C 5.01 0.45 -0.77 -0.26
H 5.80 0.42 -3.96 1.28
H 6.40 -1.84 -3.50 0.39
H 5.99 -2.82 -1.18 0.42
H 5.07 -1.25 0.60 0.50
H 4.63 1.10 0.00 0.64
N 3.58 -5.22 0.52 -0.40
C 2.23 -5.26 0.34 -0.43
C 1.32 -4.88 1.36 -0.06
C 1.79 -4.32 2.53 0.10
C 3.14 -4.09 2.59 -0.32
C 4.04 -4.57 1.62 -0.95
H 1.84 -5.73 -0.55 0.41
H 0.28 -5.10 1.20 0.23
H 1.05 -3.96 3.23 0.25
H 3.57 -3.59 3.44 0.56
H 5.08 -4.64 1.89 0.46
N 6.89 0.85 3.40 -0.49
C 5.88 1.76 3.25 -0.68
C 6.13 3.12 3.17 -0.23
C 7.49 3.56 3.12 -0.39
C 8.53 2.65 3.19 -0.43
C 8.12 1.30 3.31 -0.22
H 4.88 1.35 3.31 0.88
H 5.33 3.84 3.09 0.45
H 7.71 4.57 2.82 0.36
H 9.55 2.90 2.96 0.38
H 8.93 0.61 3.47 0.38
C 3.51 1.89 -7.63 -2.06
C 4.18 1.37 -6.38 2.09
C 4.16 -0.23 -6.30 0.66
C 5.20 -0.83 -7.23 -1.51
C 6.60 -0.29 -6.96 -1.37
C 6.72 1.23 -6.92 1.61
N 5.55 1.85 -6.22 1.18
O 5.68 3.25 -6.09 -0.66
C 8.03 1.58 -6.08 -1.78
C 6.89 1.73 -8.33 -1.93
C 3.30 1.79 -5.23 -0.94
H 3.44 2.98 -7.64 0.45
H 2.51 1.47 -7.72 0.30
H 4.02 1.65 -8.56 0.30
H 4.31 -0.69 -5.33 0.21
H 3.19 -0.61 -6.64 -0.93
H 4.93 -0.65 -8.27 0.33
H 5.25 -1.91 -7.16 0.49
H 7.20 -0.64 -7.80 0.60
H 7.03 -0.81 -6.10 0.34
H 7.95 1.37 -5.01 0.23
H 8.86 0.96 -6.42 0.44
H 8.31 2.63 -6.06 0.39
H 6.17 1.32 -9.04 0.36
H 6.97 2.81 -8.29 0.35
H 7.84 1.48 -8.79 0.50
H 3.79 1.59 -4.28 -0.20
H 2.48 1.08 -5.26 -0.46
H 3.04 2.85 -5.15 0.57
H 5.88 3.41 -5.17 0.30
C -0.62 0.25 -8.56 -1.80
C -0.65 -1.30 -8.56 1.86
C 0.51 -1.90 -7.72 -1.86
C 0.41 -1.72 -6.23 2.50
C -0.96 -2.25 -5.73 -1.70
C -2.23 -1.74 -6.52 2.09
N -1.93 -1.81 -8.02 0.33
O -3.04 -1.41 -8.78 -0.49
C -3.42 -2.68 -6.21 -2.21
C -2.53 -0.31 -5.97 -0.86
C -0.44 -1.81 -10.00 -2.04
H -1.48 0.61 -9.12 0.40
H 0.24 0.63 -9.12 0.37
H -0.65 0.76 -7.59 0.32
H 0.62 -2.97 -7.93 0.39
H 1.42 -1.45 -8.12 0.52
H 0.54 -0.68 -5.95 -0.40
H 1.23 -2.28 -5.78 -1.13
H -1.07 -2.02 -4.67 0.42
H -1.03 -3.34 -5.74 0.38
H -3.23 -3.68 -6.59 0.51
H -3.62 -2.81 -5.15 0.28
H -4.36 -2.34 -6.64 0.47
H -2.96 -0.35 -4.97 -0.21
H -1.76 0.46 -5.97 -0.26
H -3.16 0.21 -6.68 0.64
H 0.47 -1.43 -10.47 0.35
H -1.28 -1.67 -10.67 0.43
H -0.27 -2.88 -10.05 0.46
H -3.31 -2.24 -9.16 0.37
C 3.87 -4.12 -4.92 -1.21
C 2.92 -4.76 -3.75 1.49
C 1.66 -5.38 -4.47 -0.84
C 1.92 -6.70 -5.12 -0.80
C 2.55 -7.64 -4.08 -1.41
C 3.90 -7.13 -3.36 1.35
N 3.57 -5.76 -2.79 1.08
O 4.66 -5.25 -2.04 -0.50
C 4.03 -8.07 -2.17 -1.82
C 5.04 -7.20 -4.45 -1.66
C 2.43 -3.55 -2.91 -0.92
H 4.57 -3.57 -4.28 0.27
H 3.49 -3.32 -5.55 0.01
H 4.32 -4.87 -5.57 0.17
H 0.86 -5.49 -3.75 0.50
H 1.27 -4.62 -5.15 -0.30
H 2.59 -6.68 -5.97 0.35
H 0.94 -7.02 -5.50 0.44
H 2.78 -8.58 -4.59 0.49
H 1.82 -7.79 -3.28 0.37
H 4.80 -7.64 -1.53 0.41
H 3.20 -7.97 -1.46 0.31
H 4.37 -9.09 -2.35 0.38
H 6.00 -6.75 -4.18 0.32
H 5.33 -8.22 -4.72 0.45
H 4.80 -6.75 -5.41 0.34
H 3.10 -3.09 -2.19 0.27
H 1.70 -3.93 -2.20 -0.06
H 1.89 -2.84 -3.53 0.18
H 4.30 -5.24 -1.15 0.44
C -5.66 5.94 4.96 -2.02
C -5.43 4.49 5.34 1.51
C -4.71 3.73 4.22 -0.04
C -4.30 2.30 4.56 -0.65
C -3.44 2.34 5.81 1.72
C -4.11 3.08 6.98 1.45
N -4.67 4.37 6.57 1.14
O -5.14 5.18 7.66 -0.56
C -5.12 2.18 7.72 -1.94
C -2.91 3.53 7.90 -1.77
C -6.85 3.90 5.58 -1.86
H -6.29 6.05 4.08 0.33
H -4.72 6.45 4.74 0.31
H -5.99 6.57 5.79 0.54
H -5.27 3.68 3.29 1.06
H -3.74 4.21 4.11 -0.84
H -3.72 2.03 3.68 -0.41
H -5.11 1.62 4.83 0.11
H -2.47 2.76 5.55 -1.19
H -3.16 1.36 6.20 -0.36
H -4.66 1.55 8.49 0.38
H -5.90 2.81 8.14 0.45
H -5.63 1.48 7.06 0.23
H -2.25 2.70 8.18 0.36
H -2.19 4.22 7.48 0.29
H -3.28 3.82 8.89 0.45
H -6.98 3.00 6.19 0.26
H -7.19 3.64 4.58 0.38
H -7.54 4.66 5.96 0.36
H -4.59 5.96 7.58 0.32
C -3.44 -7.83 3.06 -1.75
C -4.24 -6.45 3.04 1.57
C -3.48 -5.41 3.93 -1.26
C -2.36 -4.71 3.26 0.18
C -2.79 -4.06 2.01 0.55
C -3.46 -5.04 1.04 1.90
N -4.52 -5.82 1.70 0.60
O -5.22 -6.74 0.94 -0.51
C -4.24 -4.17 0.01 -2.36
C -2.32 -5.93 0.32 -1.97
C -5.58 -6.71 3.83 -1.86
H -2.43 -7.69 2.67 0.26
H -3.86 -8.59 2.41 0.44
H -3.49 -8.34 4.03 0.43
H -4.14 -4.62 4.29 0.01
H -2.97 -5.82 4.80 0.63
H -1.50 -5.37 3.11 0.45
H -1.93 -3.98 3.95 -0.64
H -1.86 -3.72 1.55 -0.36
H -3.50 -3.25 2.20 -0.56
H -5.03 -3.52 0.38 0.51
H -3.58 -3.54 -0.59 0.32
H -4.71 -4.82 -0.72 0.74
H -1.68 -6.44 1.05 0.27
H -2.86 -6.70 -0.22 0.50
H -1.75 -5.30 -0.36 0.41
H -5.53 -6.66 4.92 0.35
H -6.07 -7.64 3.55 0.35
H -6.18 -5.85 3.54 0.45
H -6.06 -6.27 0.92 0.36
C -0.04 1.06 6.65 -1.03
C 0.85 -0.18 6.85 1.70
C 1.33 -0.02 8.32 -1.31
C 1.84 -1.31 8.99 -0.96
C 0.85 -2.46 8.84 -1.21
C 0.36 -2.65 7.38 1.58
N -0.04 -1.38 6.70 0.42
O -0.52 -1.66 5.42 1.96
C 1.51 -3.49 6.62 -1.61
C -0.87 -3.63 7.47 -2.11
C 2.04 -0.18 5.86 -1.39
H -0.51 1.06 5.66 -0.71
H 0.46 2.00 6.88 0.88
H -0.95 0.88 7.22 0.02
H 2.18 0.66 8.26 0.49
H 0.53 0.36 8.95 0.40
H 1.95 -1.18 10.07 0.46
H 2.84 -1.46 8.57 0.41
H -0.03 -2.25 9.44 0.44
H 1.34 -3.33 9.28 0.32
H 2.41 -2.91 6.80 0.42
H 1.62 -4.52 6.98 0.45
H 1.34 -3.69 5.56 0.07
H -1.18 -4.07 6.52 0.26
H -0.67 -4.51 8.08 0.48
H -1.80 -3.18 7.82 0.35
H 2.38 0.86 5.86 0.64
H 1.72 -0.43 4.85 -0.51
H 2.87 -0.85 6.11 0.31
H -1.47 -1.58 5.46 -0.16
C -1.71 -0.57 2.20 -0.75
C -0.41 -0.07 1.44 3.01
C 0.47 -1.36 1.49 -0.21
C 1.60 -1.36 0.48 0.88
C 1.14 -1.13 -0.94 -1.02
C 0.31 0.17 -1.02 2.12
N -0.74 0.22 0.04 -0.18
O -1.58 1.35 -0.06 1.57
C 1.19 1.49 -1.02 -0.43
C -0.42 0.18 -2.38 -1.80
C 0.29 1.10 2.17 0.09
H -1.44 -1.16 3.08 -0.36
H -2.21 -1.29 1.54 0.08
H -2.40 0.24 2.40 0.01
H 0.83 -1.45 2.51 -0.28
H -0.12 -2.27 1.40 -0.76
H 2.16 -2.29 0.55 -1.07
H 2.38 -0.65 0.76 -0.08
H 0.56 -2.00 -1.23 0.10
H 2.07 -1.14 -1.52 0.31
H 1.78 1.45 -0.11 0.47
H 1.82 1.51 -1.91 0.16
H 0.58 2.40 -1.00 -0.61
H 0.30 0.32 -3.18 -0.17
H -0.93 -0.76 -2.59 0.70
H -1.10 1.03 -2.41 -0.44
H 1.37 1.05 2.03 -0.14
H 0.04 0.93 3.22 -0.25
H -0.02 2.11 1.91 -0.47
H -2.34 0.96 -0.50 -0.38
C 4.15 4.09 -1.57 -1.12
C 4.08 5.53 -1.94 1.89
C 3.34 5.74 -3.27 -1.28
C 1.83 5.55 -3.05 1.35
C 1.28 6.57 -2.15 -2.27
C 1.94 6.49 -0.76 2.15
N 3.42 6.36 -0.83 0.45
O 4.11 6.41 0.39 -0.37
C 1.67 7.85 -0.04 -2.01
C 1.32 5.32 0.00 -0.85
C 5.55 6.08 -2.05 -2.17
H 4.53 3.56 -2.45 -0.05
H 3.17 3.67 -1.31 -0.12
H 4.83 3.98 -0.73 0.48
H 3.54 6.71 -3.73 0.41
H 3.69 5.03 -4.02 0.13
H 1.56 4.54 -2.72 -0.98
H 1.40 5.69 -4.04 0.72
H 0.19 6.48 -2.17 0.35
H 1.51 7.50 -2.65 0.51
H 1.85 7.63 1.01 0.31
H 2.32 8.64 -0.41 0.48
H 0.69 8.27 -0.27 0.39
H 0.47 5.72 0.56 0.74
H 0.95 4.50 -0.61 -0.60
H 1.89 4.96 0.85 -0.17
H 6.16 5.88 -1.17 0.40
H 5.62 7.17 -2.15 0.51
H 6.04 5.76 -2.97 0.30
H 4.64 7.20 0.24 0.33

=====

16
Properties=species:S:1:pos:R:3:nbo_charge:R:1 method="wB97M-V/def2-TZVPD" s_squared=0.753 orbital_gap_ev="10.3 / 6.9" spin_multiplicity=2
C -0.57 -0.59 -1.07 -0.63
C -1.08 0.40 -0.02 -0.05
C 0.09 0.90 0.85 -0.60
S 0.86 -0.39 1.81 0.11
N -2.14 -0.12 0.82 -0.84
H 0.13 -0.09 -1.72 0.20
H -0.02 -1.42 -0.63 0.21
H -1.37 -0.93 -1.71 0.21
H -1.46 1.27 -0.56 0.19
H -0.28 1.70 1.50 0.26
H 0.83 1.40 0.23 0.21
H -1.71 -0.65 1.57 0.36
H -2.75 -0.74 0.32 0.36
H 3.19 0.12 -1.16 0.46
H 2.76 -0.45 0.17 0.47
O 3.53 -0.40 -0.42 -0.94

=====

17
Properties=species:S:1:pos:R:3:nbo_charge:R:1 method="wB97M-V/def2-TZVPD" orbital_gap_ev=9.6
C -1.05 -0.56 2.15 -0.42
C 0.94 0.57 1.28 -0.64
C 0.16 -0.74 1.60 -0.16
N 0.98 -0.74 -1.68 -1.06
N -0.53 1.19 -2.02 -1.09
O -1.55 -1.08 -2.52 -0.95
S -0.76 -0.41 -1.53 1.53
H -1.27 0.45 2.07 0.19
H 1.24 0.16 -1.37 0.39
H -1.63 -1.43 2.49 0.22
H 1.97 0.44 1.53 0.21
H 0.50 1.34 1.89 0.20
H 0.76 0.84 0.23 0.19
H 0.81 -1.59 1.49 0.19
H 1.33 -1.68 -1.28 0.40
H -0.90 1.38 -2.94 0.40
H -1.02 1.87 -1.39 0.39

=====

52
Properties=species:S:1:pos:R:3:nbo_charge:R:1 method="wB97M-V/def2-TZVPD" orbital_gap_ev=5.7 total_charge=-1
Na 0.45 0.11 1.20 0.92
Se -5.72 4.10 0.14 0.86
N -3.99 4.51 0.15 -0.61
C -3.35 3.38 0.03 0.12
C -1.90 3.29 -0.01 -0.14
C -1.08 4.41 0.16 -0.12
C 0.29 4.25 0.13 -0.26
C 0.80 2.97 -0.09 0.06
N 0.03 1.90 -0.27 -0.47
C -1.30 2.04 -0.20 0.29
C -2.13 0.81 -0.31 0.19
N -1.49 -0.35 -0.45 -0.42
C -2.19 -1.47 -0.46 0.07
C -3.58 -1.50 -0.36 -0.26
C -4.25 -0.31 -0.24 -0.13
C -3.52 0.88 -0.21 -0.14
C -4.16 2.18 -0.07 0.21
N -5.45 2.36 -0.03 -0.63
H -1.54 5.37 0.33 0.23
H 0.96 5.08 0.28 0.22
H 1.87 2.79 -0.13 0.24
H -1.61 -2.39 -0.55 0.24
H -4.10 -2.44 -0.36 0.22
H -5.33 -0.26 -0.15 0.22
C -0.61 -2.76 2.86 -0.43
N 0.75 -2.54 2.43 -0.38
C 1.69 -1.79 3.13 -0.13
C 2.80 -1.75 2.36 -0.04
N 2.56 -2.46 1.20 -0.53
B 3.59 -2.60 0.03 0.20
N 3.08 -1.77 -1.19 -0.51
C 2.64 -2.33 -2.38 -0.03
C 2.29 -1.33 -3.22 -0.12
N 2.48 -0.15 -2.51 -0.37
C 2.21 1.18 -3.03 -0.40
C 2.98 -0.43 -1.27 0.29
S 3.31 0.72 -0.05 -0.45
C 1.29 -2.96 1.23 0.27
S 0.49 -3.88 0.05 -0.43
H -0.62 -3.00 3.92 0.19
H -1.02 -3.59 2.28 0.23
H -1.20 -1.85 2.69 0.26
H 1.47 -1.36 4.09 0.23
H 3.75 -1.27 2.54 0.23
H 3.67 -3.76 -0.32 -0.05
H 4.64 -2.14 0.43 -0.05
H 2.60 -3.40 -2.51 0.24
H 1.89 -1.35 -4.22 0.21
H 2.41 1.19 -4.10 0.19
H 2.87 1.88 -2.53 0.23
H 1.18 1.47 -2.84 0.21
F -0.87 0.33 2.42 -0.97